Molecular formula: C5H12NOS
Method: DFT, ωB97M-V/def2-TZVPD

As for the largest force on an atom: 4.50 eV/Å. The HOMO-LUMO gap is 9.94 eV. As for the total charge: +1. The HOMO energy comes out at -0.4848 Ha. As for the multiplicity: 1. The LUMO energy is -3.253 eV. The energy above the lowest of the compared OMol25 structures with the same formula, charge and spin comes out at 0.7091 eV. The SMILES is C[C@@H]1S[C@@H](C)[NH2+][C@@H]1O.

Each line ends with the natural charge from an NBO analysis.
Atoms and positions in Å:
1 C -0.75822 -1.58605 -1.70488  -0.659
2 C -1.21173 -0.60110 -0.74856  -0.357
3 S -0.65446 1.02906 -1.13608  0.288
4 C 0.83899 1.03573 -0.09709  -0.167
5 C 1.21446 2.47477 0.31315  -0.657
6 N 0.45470 0.12073 1.16983  -0.558
7 C -0.66077 -0.79756 0.90885  0.258
8 O -0.12962 -2.07340 1.12549  -0.678
9 H -1.54419 -1.74776 -2.47194  0.254
10 H -0.48994 -2.50696 -1.20262  0.239
11 H 0.19914 -1.30322 -2.10032  0.226
12 H -2.26559 -0.53773 -0.72684  0.246
13 H 1.64439 0.55729 -0.62317  0.227
14 H 2.25401 2.50638 0.66453  0.241
15 H 0.53067 2.81741 1.09609  0.227
16 H 1.27554 3.13838 -0.70009  0.283
17 H 0.16293 0.81078 1.83247  0.431
18 H 1.40930 -0.22925 1.58238  0.475
19 H -1.36362 -0.50414 1.59682  0.186
20 H -0.90598 -2.60336 1.22198  0.496


Molecular formula: C5H12NP
Method: DFT, ωB97M-V/def2-TZVPD

As for the largest force on an atom: 4.63 eV/Å. The HOMO-LUMO gap is 8.84 eV. As for the total charge: 0. The HOMO energy comes out at -0.2907 Ha. As for the multiplicity: 1. The LUMO energy is 0.932 eV. The energy above the lowest of the compared OMol25 structures with the same formula, charge and spin comes out at 3.2038 eV.

Each line ends with the natural charge from an NBO analysis.
Atoms and positions in Å:
1 C 0.67521 -0.69903 -0.69438  0.063
2 C -1.47707 -1.15991 1.27586  -0.641
3 C -2.01185 0.52942 -0.52326  -0.647
4 C 2.67144 0.87250 0.35546  -0.847
5 C -0.92406 0.00301 0.35216  -0.180
6 N 0.53388 -0.79468 -1.88889  -0.678
7 P 1.98968 -0.96398 0.46768  0.473
8 H -2.01868 -0.59399 2.02892  0.204
9 H -0.58502 -1.38777 1.78532  0.221
10 H -2.10881 -1.84646 0.78961  0.214
11 H -1.67094 1.10996 -1.44424  0.215
12 H -2.71476 1.15515 -0.16080  0.213
13 H -2.56504 -0.36791 -0.84241  0.201
14 H 2.70928 1.31197 1.27346  0.213
15 H 2.02469 1.35972 -0.43094  0.239
16 H 3.79296 0.71291 0.09936  0.232
17 H -0.43491 0.76170 0.93193  0.178
18 H 1.15290 -1.08757 -2.65396  0.375
19 H 2.88192 -1.49890 -0.48156  -0.050


Molecular formula: C5H12NS
Method: DFT, ωB97M-V/def2-TZVPD

As for the largest force on an atom: 2.35 eV/Å. The HOMO-LUMO gap (alpha / beta) is 8.98 / 6.06 eV. As for the total charge: 0. The HOMO energy (alpha / beta) comes out at -0.2953 / -0.2953 Ha. As for the expectation value of S²: 0.753. As for the multiplicity: 2. The LUMO energy (alpha / beta) is 0.949 / -1.976 eV. The energy above the lowest of the compared OMol25 structures with the same formula, charge and spin comes out at 1.2126 eV.

Each line ends with the natural charge from an NBO analysis.
Atoms and positions in Å:
1 C -0.02298 2.36349 0.84738  -0.618
2 C -1.07517 1.81269 -0.13694  -0.608
3 S -1.90870 0.26459 0.25432  0.111
4 H 0.95050 1.91724 0.59361  0.221
5 H -0.27620 2.13505 1.90131  0.216
6 H -0.00837 3.46838 0.71001  0.211
7 H -0.53449 1.78087 -1.11238  0.222
8 H -1.78908 2.62154 -0.29960  0.246
9 C 2.02852 -0.47856 -1.84167  -0.522
10 C 1.22199 -0.65995 -0.74374  0.008
11 N 1.45449 -1.48112 0.36615  -0.633
12 C 0.29459 -2.27862 0.82586  -0.403
13 H 2.98940 -0.95695 -1.85870  0.186
14 H 1.79929 0.17699 -2.69745  0.209
15 H 0.20781 -0.21514 -0.83611  0.182
16 H 2.38385 -1.89315 0.48476  0.386
17 H 0.45830 -2.57940 1.87251  0.203
18 H -0.61443 -1.67075 0.72533  0.206
19 H 0.10949 -3.20456 0.17917  0.176


Molecular formula: C5H12NS
Method: DFT, ωB97M-V/def2-TZVPD

As for the largest force on an atom: 4.01 eV/Å. The HOMO-LUMO gap (alpha / beta) is 9.28 / 5.75 eV. As for the total charge: +1. The HOMO energy (alpha / beta) comes out at -0.4940 / -0.4112 Ha. As for the multiplicity: 1. The LUMO energy (alpha / beta) is -4.164 / -5.437 eV. The energy above the lowest of the compared OMol25 structures with the same formula, charge and spin comes out at 5.6641 eV.

Each line ends with the natural charge from an NBO analysis.
Atoms and positions in Å:
1 C -0.16610 0.33278 0.59546  -0.290
2 C -1.47614 0.78595 1.10120  -0.335
3 C 0.18644 -0.29323 -1.03986  0.242
4 C 0.80228 1.51490 0.76437  -0.601
5 C -0.56079 -1.47834 -1.53149  -0.725
6 N 1.60317 -0.88805 -0.70102  -0.794
7 S -2.80827 -0.18348 1.43854  0.202
8 H 0.10153 -0.56039 1.13000  0.196
9 H -1.66901 1.78881 0.77707  0.216
10 H 0.66455 1.88185 -0.19238  0.234
11 H 1.79542 1.03830 0.94654  0.182
12 H 0.59271 2.08270 1.61232  0.245
13 H -0.73519 -2.21480 -0.70460  0.237
14 H 0.07635 -2.01269 -2.36014  0.226
15 H -1.44197 -1.12917 -1.86345  0.251
16 H 2.29692 -0.24509 -1.09149  0.446
17 H 1.70491 -1.81253 -1.20111  0.446
18 H 1.74982 -0.83604 0.36226  0.454
19 H -3.63891 0.78987 1.89606  0.168


Q: Which formula does entry 1 have?
A: C5H12NOS


Copy entry 1 word for word.
Molecular formula: C5H12NOS
Method: DFT, ωB97M-V/def2-TZVPD

As for the largest force on an atom: 4.50 eV/Å. The HOMO-LUMO gap is 9.94 eV. As for the total charge: +1. The HOMO energy comes out at -0.4848 Ha. As for the multiplicity: 1. The LUMO energy is -3.253 eV. The energy above the lowest of the compared OMol25 structures with the same formula, charge and spin comes out at 0.7091 eV. The SMILES is C[C@@H]1S[C@@H](C)[NH2+][C@@H]1O.

Each line ends with the natural charge from an NBO analysis.
Atoms and positions in Å:
1 C -0.75822 -1.58605 -1.70488  -0.659
2 C -1.21173 -0.60110 -0.74856  -0.357
3 S -0.65446 1.02906 -1.13608  0.288
4 C 0.83899 1.03573 -0.09709  -0.167
5 C 1.21446 2.47477 0.31315  -0.657
6 N 0.45470 0.12073 1.16983  -0.558
7 C -0.66077 -0.79756 0.90885  0.258
8 O -0.12962 -2.07340 1.12549  -0.678
9 H -1.54419 -1.74776 -2.47194  0.254
10 H -0.48994 -2.50696 -1.20262  0.239
11 H 0.19914 -1.30322 -2.10032  0.226
12 H -2.26559 -0.53773 -0.72684  0.246
13 H 1.64439 0.55729 -0.62317  0.227
14 H 2.25401 2.50638 0.66453  0.241
15 H 0.53067 2.81741 1.09609  0.227
16 H 1.27554 3.13838 -0.70009  0.283
17 H 0.16293 0.81078 1.83247  0.431
18 H 1.40930 -0.22925 1.58238  0.475
19 H -1.36362 -0.50414 1.59682  0.186
20 H -0.90598 -2.60336 1.22198  0.496